ORCA calculation (ωB97M-V/def2-TZVPD) on a single C17H30FN3O6S molecule.

Output
Multiplicity: 1
SMILES: C[C@@H](CC(=O)N1CC(F)(C(=O)N(CCS(=O)(=O)O)CC(N)=O)C1)CC(C)(C)C
Energy relative to the best compared isomer or geometry (same formula, charge and spin) in kcal per mole: 2.32
Kohn-Sham gap in eV: 9.73
DFT total energy in a.u.: -1779.5868
LUMO in eV: 0.224

Element x y z (Å)
C 0.30265 4.40471 0.00149
C -0.06499 3.20953 -0.87460
C 1.13823 2.84988 -1.75812
C 0.77437 1.74663 -2.72459
O -0.12110 1.86299 -3.54025
N 1.49434 0.59082 -2.64297
C 2.24789 0.02271 -1.52146
C 1.63219 -1.35013 -1.87393
F 2.56042 -2.34413 -2.15809
C 0.62507 -1.85590 -0.83925
O -0.57089 -1.78238 -1.05766
N 1.10387 -2.35431 0.33129
C 0.11548 -2.69660 1.34948
C -0.61553 -3.98661 0.99638
S -1.73649 -4.46807 2.27706
O -2.48686 -5.60248 1.83788
O -1.02951 -4.47039 3.51492
O -2.72597 -3.21957 2.34007
C 2.48068 -2.30593 0.75612
C 2.71637 -1.16758 1.75297
N 3.80933 -1.31784 2.53845
O 1.99590 -0.19242 1.78952
C 1.00590 -0.70901 -3.11694
C -0.53234 2.00182 -0.04114
C -2.05366 1.82742 0.12974
C -2.71259 3.08738 0.69087
C -2.28492 0.66731 1.10076
C -2.69158 1.46577 -1.21399
H 1.14908 4.15467 0.64717
H 0.58638 5.26631 -0.60653
H -0.52395 4.70406 0.64397
H -0.86682 3.50267 -1.55671
H 1.42748 3.71955 -2.35231
H 1.99484 2.57721 -1.13679
H 3.32996 0.03800 -1.67659
H 1.99880 0.40847 -0.53333
H 0.63158 -2.81280 2.30133
H -0.59577 -1.87871 1.45223
H -1.19176 -3.87854 0.07924
H 0.07063 -4.82910 0.89397
H -3.50697 -3.40887 1.79951
H 2.75659 -3.26347 1.20670
H 3.14441 -2.16113 -0.09295
H 4.32556 -2.17802 2.57235
H 4.01100 -0.60431 3.21834
H -0.07753 -0.77158 -3.18544
H 1.47867 -1.04509 -4.04000
H -0.17740 1.06952 -0.49491
H -0.06108 2.04725 0.94769
H -2.61399 3.93373 0.00844
H -3.77995 2.91366 0.84553
H -2.27637 3.36837 1.65286
H -1.86876 -0.25566 0.69091
H -1.81660 0.86074 2.06917
H -3.35376 0.51019 1.26607
H -2.26466 0.53811 -1.60257
H -3.76822 1.32146 -1.09412
H -2.53766 2.23969 -1.96720